16
Properties=species:S:1:pos:R:3:forces:R:3 method="wB97M-V/def2-TZVPD" orbital_gap_ev="7.6 / 7.6" total_charge=-1 energy_ha=-3309.74306 e_homo_ev="-5.43 / -5.43" relative_energy_kj_mol=204.07
C 0.149294 0.161265 -0.862393 -0.73 -0.36 1.83
C 0.575668 -0.467183 0.403719 1.10 0.26 -0.21
C -1.708796 -0.515060 0.184168 -1.47 1.08 1.93
N -0.639010 -0.930371 1.010969 2.04 -0.02 0.31
N -1.151749 0.260738 -0.867664 -1.44 0.86 -2.85
N 1.070137 0.283854 -1.852197 7.25 -1.53 -2.14
N 1.291507 0.623199 1.325201 0.04 0.28 0.09
O 1.049236 0.836334 -2.936119 -2.10 0.00 1.21
O 2.397287 -0.319268 -1.603088 -5.28 1.70 0.16
O 0.630326 0.995212 2.277737 -0.04 0.01 0.35
O 2.393702 1.059478 1.057721 -0.86 -0.70 -0.13
F -1.800710 1.903968 -0.458798 0.46 -0.56 0.39
Br -2.482731 -2.167141 -0.640671 -0.20 0.18 -0.10
H 1.350023 -1.173635 0.213927 0.61 -0.60 0.20
H -2.570745 -0.036613 0.829735 1.75 -0.76 -1.95
H -0.553438 -0.514777 1.917752 -1.14 0.16 0.91


8
Properties=species:S:1:pos:R:3:forces:R:3 method="wB97M-V/def2-TZVPD" orbital_gap_ev="10.1 / 8.8" total_charge=+1 energy_ha=-1573.22357 e_homo_ev="-15.48 / -16.42" multiplicity=5
H -0.474309 0.790522 -3.300264 -0.45 -0.12 0.99
O -0.267650 -0.959913 -0.772089 -0.07 -0.06 -0.33
Co -1.041822 0.502834 -1.805066 0.26 0.38 -1.23
O 0.419821 -1.089571 0.299306 0.27 -0.53 0.50
C 0.344738 0.010352 1.229033 -0.06 0.46 0.20
H 1.046233 -0.247235 2.025764 -0.15 0.05 -0.19
H 0.656021 0.927844 0.713120 -0.06 -0.18 0.15
H -0.683032 0.065166 1.610196 0.26 -0.01 -0.09


73
Properties=species:S:1:pos:R:3:forces:R:3 method="wB97M-V/def2-TZVPD" orbital_gap_ev=6.2 total_charge=-1 energy_ha=-1625.62001 e_homo_ev=-3.86 relative_energy_kj_mol=1417.61
I 0.245502 -1.098517 1.481248 -0.40 -0.56 5.62
C 0.648765 -1.580666 -1.108396 7.40 1.83 -7.96
O 0.294632 -1.597292 -2.456133 0.08 -1.98 -1.23
C -0.820845 -2.458660 -2.641355 4.76 -2.80 -1.13
C -1.247370 -2.546129 -4.042259 -7.65 10.20 5.91
N -2.610386 -3.092361 -4.166271 3.56 -0.83 0.51
C -2.996127 -3.297258 -5.517939 -10.34 8.77 4.12
C -4.553890 -3.627876 -5.526106 1.84 -2.06 -4.08
O -4.989571 -3.599127 -6.937760 -1.11 -0.46 -0.09
C -6.417114 -3.826218 -7.215198 0.58 0.05 -1.17
H 0.060379 -1.323893 -0.429030 -5.93 2.30 2.67
H 1.526100 -0.807975 -1.141911 -1.48 -1.88 0.67
H 1.047911 -2.437859 -0.775341 1.54 -3.76 0.79
H -1.512214 -2.054643 -2.077500 -4.27 1.47 3.06
H -0.495557 -3.457238 -2.280425 -0.62 0.23 0.17
H -0.774112 -3.050846 -4.574037 8.48 -7.84 -8.20
H -1.080343 -1.361983 -4.377186 -0.90 -2.83 -0.06
H -3.072434 -2.587538 -3.513137 -3.10 1.77 1.55
H -2.315070 -3.820135 -5.792776 7.05 -7.50 -4.60
H -2.945055 -2.329762 -6.071928 0.04 -0.38 -0.14
H -5.258823 -3.080846 -5.033702 -0.91 2.93 1.86
H -4.827220 -4.576962 -5.164059 0.48 -1.90 0.53
H -6.797269 -4.917415 -7.177795 0.84 1.55 0.70
H -6.579867 -3.578420 -8.323913 0.53 -0.09 1.55
H -7.042835 -3.097332 -6.642171 0.33 -0.85 -0.15
C 4.736955 1.716927 6.008582 -2.53 -0.17 3.57
O 3.639523 2.053914 5.182512 3.69 1.30 1.88
C 2.544467 1.266775 5.323795 -1.48 -2.54 0.66
C 1.489673 2.111431 4.673348 -2.81 -2.37 -1.61
N 0.154335 1.316076 4.756031 0.77 4.34 2.25
C -0.838241 2.026805 3.943034 0.72 -5.15 -2.56
C -2.036298 1.095026 3.678839 0.94 2.47 3.32
O -3.094839 1.828724 3.095744 -0.79 -0.99 0.90
C -4.182931 0.911079 2.815340 0.76 4.04 6.29
H 4.992322 0.661396 6.024130 -0.04 -0.15 -0.18
H 5.544106 2.314511 5.893473 2.66 1.70 -1.92
H 4.659410 2.090119 7.188021 -0.97 -1.33 -2.28
H 2.345390 0.644449 6.405528 0.36 2.51 -2.47
H 2.681198 0.459025 4.623953 -0.05 -1.10 -0.12
H 1.658357 2.195407 3.522514 0.38 0.18 1.99
H 1.450999 3.086842 5.118701 -0.45 0.48 0.31
H 0.266350 0.610813 4.167756 1.69 -4.88 -2.66
H -0.363587 2.460604 3.100056 0.28 -0.25 -1.84
H -0.924488 2.785462 4.482894 -2.70 6.81 4.64
H -2.150888 0.581384 4.744343 -0.81 0.90 -2.02
H -1.699722 0.404822 3.009439 0.78 -2.37 -1.74
H -4.974911 1.515628 2.577273 -2.29 1.50 -0.28
H -4.393111 0.301921 3.687781 -0.11 -0.24 0.08
H -3.980501 0.425105 2.037799 1.92 -4.66 -6.26
C -0.374439 0.734974 -3.229162 1.21 -5.76 4.11
O -0.339419 1.602071 -2.242005 0.54 4.03 4.03
C 0.364257 1.212408 -1.027619 -4.26 -0.60 -1.50
C 0.538646 2.266818 -0.046313 -2.00 0.48 1.40
N 1.440253 1.768198 1.023891 3.61 6.71 -2.49
C 2.842414 1.941705 0.413481 -0.37 -3.64 2.95
C 4.050621 1.792468 1.432079 -3.61 3.61 2.05
O 5.171936 1.847689 0.733257 2.98 0.52 -2.13
C 6.311072 1.320427 1.333524 -0.08 1.90 0.07
H 0.547311 0.601802 -3.682162 2.24 -1.03 -0.84
H -0.925713 1.149240 -3.844569 -5.47 3.84 -6.61
H -0.877917 -0.266434 -2.948475 0.88 2.26 -0.49
H 1.260056 0.839393 -1.386704 1.64 -1.13 -0.07
H -0.417944 0.613260 -0.518657 1.41 -1.09 -0.59
H -0.482831 2.362976 0.466172 1.30 0.75 -0.84
H 0.808291 3.137824 -0.704879 0.27 0.06 1.73
H 1.353310 0.863457 1.285192 -0.98 -3.28 0.53
H 2.797461 2.777290 -0.186955 0.55 2.01 -1.00
H 3.029733 1.037513 -0.206118 0.01 0.60 -0.24
H 3.944834 0.873240 1.870493 -0.55 -2.76 1.23
H 4.049585 2.521820 2.403766 -0.17 -0.98 -2.22
H 6.618394 1.817590 2.257224 0.30 0.81 -0.33
H 7.047922 1.159838 0.593977 1.19 0.94 -0.84
H 6.231419 0.367139 1.654759 -1.38 -3.65 1.19


10
Properties=species:S:1:pos:R:3:forces:R:3 method="wB97M-V/def2-TZVPD" orbital_gap_ev=10.1 total_charge=0 energy_ha=-453.75451 e_homo_ev=-9.35 relative_energy_kj_mol=30.73
C 2.200247 -0.175252 -0.005431 -0.60 -0.70 0.10
C 0.889986 -0.407903 -0.000261 0.41 0.47 0.00
F 0.392211 -1.651954 0.001545 0.09 -0.03 -0.03
C -0.153040 0.631360 0.004885 0.34 -0.50 -0.09
F 0.327459 1.884425 -0.001452 0.07 0.16 0.03
C -1.465446 0.479918 -0.005582 -0.97 0.65 0.15
F -2.066113 -0.713121 -0.000106 0.07 0.07 -0.02
H 2.897904 -1.008750 0.000886 -0.15 0.21 -0.02
H 2.558917 0.831186 0.022056 0.12 0.31 -0.05
H -2.169319 1.334667 0.015512 0.61 -0.64 -0.07


14
Properties=species:S:1:pos:R:3:forces:R:3 method="wB97M-V/def2-TZVPD" orbital_gap_ev="6.8 / 6.8" total_charge=0 energy_ha=-748.58512 e_homo_ev="-6.99 / -6.95" relative_energy_kj_mol=368.07
N -2.700909 -0.303206 0.787227 -2.91 0.27 -2.67
N 2.288482 0.709635 -1.181032 -0.30 1.39 -2.24
N 1.932155 -1.434939 0.733565 -0.39 -0.50 1.95
Si -2.063591 0.433947 -0.650375 3.01 1.54 2.55
Si 1.398672 0.154319 0.229839 -1.06 -0.42 -2.44
H -2.208535 -0.234732 1.603935 1.04 0.25 2.46
H -3.748942 -0.304960 0.881488 1.72 -0.10 0.23
H 2.482627 0.028625 -1.913302 0.01 -0.36 0.51
H 2.096519 1.583000 -1.819694 0.09 -1.94 2.46
H 2.491543 -1.509472 1.643399 -0.81 0.51 -1.88
H 1.090519 -1.998084 0.952889 0.70 0.20 -0.52
H -2.058776 2.016957 -0.814781 -0.30 -1.47 0.05
H -2.755183 -0.258623 -1.628513 -0.87 -0.67 -1.89
H 1.755418 1.117528 1.175353 0.07 1.30 1.42


62
Properties=species:S:1:pos:R:3:forces:R:3 method="wB97M-V/def2-TZVPD" orbital_gap_ev=8.6 total_charge=+1 smiles="COc1ccc(CCN(C)C(=O)[C@H]2CC[N@H+](Cc3ccccc3)CC2)cc1OC" energy_ha=-1269.35710 e_homo_ev=-10.53 relative_energy_kj_mol=110.57
C -2.121490 -3.537047 0.208329 -0.27 -0.04 -0.12
O -0.939594 -3.066242 0.814152 0.55 0.23 0.06
C 0.061479 -2.580772 0.016089 0.01 -0.05 0.23
C -0.106260 -2.277540 -1.330179 -0.09 -0.04 0.05
C 0.911250 -1.712593 -2.076978 0.12 -0.06 0.08
C 2.141005 -1.441725 -1.498772 0.04 -0.16 -0.07
C 3.227391 -0.734606 -2.259447 -0.19 0.19 0.09
C 2.987654 0.784305 -2.220345 -0.09 -0.18 -0.45
N 2.874936 1.260243 -0.849102 0.02 0.07 -0.28
C 4.107072 1.393459 -0.101063 0.21 0.04 0.37
C 1.663423 1.400269 -0.327395 0.03 0.22 0.35
O 0.643274 1.292116 -1.034289 -0.20 -0.02 -0.13
C 1.510852 1.723433 1.158796 0.10 -0.09 0.01
C 1.102780 3.189573 1.376134 0.08 -0.08 -0.09
C -0.263724 3.510303 0.752070 0.37 0.53 0.06
N -1.056205 2.279437 0.571778 0.05 -0.20 -0.42
C -2.448035 2.541240 0.154882 -0.53 -0.02 -0.22
C -3.098417 1.285681 -0.367235 0.01 0.04 0.03
C -4.177134 0.714058 0.294275 0.06 0.06 -0.02
C -4.784237 -0.422633 -0.212340 -0.04 -0.06 0.00
C -4.314994 -0.995887 -1.382202 -0.05 0.04 -0.01
C -3.232294 -0.434604 -2.040996 0.01 -0.01 -0.04
C -2.623022 0.699529 -1.535941 -0.08 0.02 0.06
C -0.945637 1.427484 1.765671 0.10 -0.51 0.47
C 0.448961 0.797538 1.789692 0.04 -0.07 -0.09
C 2.325331 -1.774119 -0.166356 -0.23 -0.12 0.03
C 1.318420 -2.343739 0.605223 0.02 -0.06 -0.01
O 1.648789 -2.553424 1.913720 -0.09 0.40 -0.36
C 1.031310 -3.599746 2.639774 -0.17 -0.32 0.39
H -2.694617 -3.997599 1.011396 -0.02 0.01 -0.09
H -1.907865 -4.286103 -0.558816 0.01 0.01 0.00
H -2.703695 -2.718110 -0.226894 0.07 -0.09 0.03
H -1.055394 -2.468227 -1.803026 -0.13 -0.04 -0.01
H 0.737814 -1.479205 -3.115835 -0.03 0.04 -0.17
H 4.199950 -0.967196 -1.824316 0.07 -0.04 -0.06
H 3.231509 -1.048891 -3.302977 0.10 -0.01 -0.02
H 3.802488 1.316798 -2.713838 -0.05 0.03 0.04
H 2.049501 1.015317 -2.726903 0.20 0.02 0.01
H 4.162696 2.364299 0.392000 0.05 -0.04 0.01
H 4.216569 0.603320 0.643935 0.05 0.01 0.00
H 4.940417 1.321412 -0.795408 -0.02 0.02 0.01
H 2.457898 1.551624 1.666364 -0.05 0.03 -0.03
H 1.854603 3.858525 0.957158 -0.04 0.07 0.05
H 1.073921 3.366294 2.452180 0.02 0.01 -0.01
H -0.137574 3.972071 -0.229443 -0.12 -0.10 0.04
H -0.816259 4.205227 1.390288 -0.06 -0.10 -0.09
H -0.519535 1.738897 -0.224710 -0.20 0.28 0.31
H -3.008692 2.944314 1.003209 0.14 0.02 -0.04
H -2.423432 3.295949 -0.635853 0.09 0.02 0.13
H -4.555869 1.165585 1.199848 -0.04 0.06 0.11
H -5.626595 -0.856089 0.303736 -0.09 -0.04 0.05
H -4.798040 -1.873587 -1.784116 -0.04 -0.08 -0.04
H -2.868813 -0.873354 -2.957441 0.04 -0.05 -0.10
H -1.782436 1.130914 -2.058468 0.12 0.07 -0.10
H -1.707531 0.648079 1.716515 0.02 0.13 -0.02
H -1.129780 2.038009 2.653890 -0.07 0.06 -0.11
H 0.725053 0.574714 2.819413 -0.02 0.00 0.00
H 0.435824 -0.147190 1.245413 -0.05 0.03 0.09
H 3.277058 -1.617026 0.317970 0.17 0.01 0.08
H 0.014580 -3.338870 2.939015 0.14 -0.06 -0.02
H 1.650971 -3.737706 3.524932 -0.04 -0.04 -0.05
H 1.012364 -4.526206 2.062824 0.00 0.03 0.00